Arrangement A

Formula: C20H26CoNO2S2
Source: the OMol25 dataset
Level of theory: ωB97M-V/def2-TZVPD

Last column: Mulliken charge in e.
CARTESIAN COORDINATES (ANGSTROEM)
1 Co 0.1362 -0.3479 0.4185  -0.51
2 C 2.1175 -2.0204 2.3668  -0.89
3 O 1.9313 -0.6858 1.8983  -0.29
4 C 1.7367 0.2312 2.9593  -0.83
5 C 1.4995 1.5739 2.3262  -0.48
6 O 0.3231 1.4735 1.5336  0.11
7 C -0.1195 2.7306 1.0299  -0.98
8 H 3.0210 -2.0710 2.9809  0.32
9 H 2.2105 -2.6622 1.4956  0.29
10 H 1.2463 -2.3383 2.9447  0.31
11 H 2.6213 0.2653 3.6048  0.45
12 H 0.8658 -0.0691 3.5504  0.36
13 H 2.3479 1.8661 1.6956  0.28
14 H 1.3567 2.3311 3.1031  0.44
15 H -0.2372 3.4312 1.8594  0.38
16 H -1.0743 2.5634 0.5426  0.31
17 H 0.5961 3.1300 0.3044  0.28
18 C -3.1038 -2.9619 2.4021  -1.59
19 C -1.9539 -2.4377 1.5827  0.71
20 S -1.2955 -0.8828 2.0324  -0.60
21 C -1.4415 -3.1069 0.5434  0.64
22 C -1.9492 -4.4457 0.0807  -1.59
23 S -0.0944 -2.4144 -0.3283  -0.38
24 H -3.3255 -2.2914 3.2309  0.42
25 H -2.8823 -3.9505 2.8114  0.34
26 H -4.0078 -3.0542 1.7938  0.30
27 H -1.6962 -5.2339 0.7954  0.29
28 H -1.5144 -4.7144 -0.8811  0.44
29 H -3.0357 -4.4380 -0.0305  0.32
30 N 1.6660 -0.2657 -0.9446  -0.07
31 C 1.8965 0.9509 -1.6548  0.56
32 C 3.1675 1.5033 -1.7049  -0.80
33 C 3.3783 2.7011 -2.3691  -0.68
34 C 2.3078 3.3359 -2.9816  -0.79
35 C 1.0408 2.7769 -2.9145  -0.94
36 C 0.8040 1.5717 -2.2514  0.72
37 C -0.5771 1.0334 -2.1107  1.03
38 C -1.4700 1.2751 -3.1596  -0.78
39 C -2.8227 1.0333 -3.0239  -0.75
40 C -3.2986 0.5796 -1.8037  -0.85
41 C -2.4142 0.2900 -0.7742  -0.04
42 C -1.0280 0.4602 -0.9035  0.30
43 H 2.5245 -0.6201 -0.5376  0.24
44 H 1.2807 -0.9789 -1.5627  0.50
45 H 3.9932 0.9880 -1.2263  0.40
46 H 4.3703 3.1311 -2.4080  0.40
47 H 2.4544 4.2766 -3.4958  0.41
48 H 0.2041 3.2983 -3.3605  0.50
49 H -1.0860 1.6567 -4.0983  0.53
50 H -3.4962 1.2136 -3.8520  0.39
51 H -4.3602 0.4198 -1.6573  0.41
52 H -2.8138 -0.1006 0.1480  0.42

## Properties
- orbital gap (eV) = 7.047
- highest occupied orbital energy (eV) = -6.54
- LUMO energy (hartree) = 0.0188
- total charge = 0


Arrangement B

Formula: C20H26CoNO2S2
Source: the OMol25 dataset
Level of theory: ωB97M-V/def2-TZVPD

Last column: Mulliken charge in e.
CARTESIAN COORDINATES (ANGSTROEM)
1 Co -0.2396 -0.5756 0.3641  -0.12
2 C -0.4535 -3.8059 0.6455  -0.92
3 O -0.0097 -2.7935 -0.2522  -0.22
4 C -0.3797 -3.0333 -1.5925  -0.79
5 C -0.0739 -1.7742 -2.3599  -0.20
6 O -0.7453 -0.7285 -1.6567  0.06
7 C -0.8935 0.4519 -2.4658  -1.00
8 H 0.0619 -4.7479 0.4369  0.28
9 H -1.5331 -3.9461 0.5563  0.34
10 H -0.2251 -3.4625 1.6515  0.27
11 H -1.4581 -3.2282 -1.6373  0.41
12 H 0.1624 -3.8896 -2.0090  0.41
13 H -0.4606 -1.8656 -3.3772  0.54
14 H 0.9992 -1.5669 -2.4044  -0.04
15 H -1.3362 0.1596 -3.4208  0.45
16 H 0.0624 0.9412 -2.6392  0.30
17 H -1.5651 1.1202 -1.9387  0.29
18 C -4.0350 0.1063 2.8439  -1.44
19 C -2.6402 -0.2310 2.3754  0.36
20 S -2.4683 -0.7782 0.7279  -0.49
21 C -1.5774 -0.1219 3.1801  0.79
22 C -1.6930 0.3566 4.6063  -1.55
23 S 0.0126 -0.5763 2.6211  -0.43
24 H -4.7592 -0.0917 2.0552  0.42
25 H -4.1142 1.1618 3.1201  0.28
26 H -4.3131 -0.4820 3.7217  0.34
27 H -2.2711 -0.3443 5.2149  0.32
28 H -2.1932 1.3269 4.6550  0.30
29 H -0.7072 0.4633 5.0560  0.43
30 N 1.9021 -0.6197 0.4413  -0.38
31 C 2.4819 -0.1547 -0.7674  0.33
32 C 3.3497 -0.9454 -1.5066  -0.77
33 C 3.8423 -0.4913 -2.7210  -0.55
34 C 3.4637 0.7582 -3.1915  -0.94
35 C 2.5979 1.5423 -2.4415  -0.50
36 C 2.0943 1.1061 -1.2176  0.58
37 C 1.1288 1.9310 -0.4377  1.36
38 C 1.3164 3.3160 -0.4120  -0.83
39 C 0.3874 4.1514 0.1822  -0.79
40 C -0.7558 3.6018 0.7452  -0.84
41 C -0.9350 2.2244 0.7500  -0.27
42 C 0.0016 1.3638 0.1847  0.11
43 H 2.2834 -1.5076 0.7437  0.26
44 H 1.9694 0.0648 1.1914  0.47
45 H 3.6373 -1.9204 -1.1279  0.36
46 H 4.5214 -1.1096 -3.2930  0.40
47 H 3.8372 1.1203 -4.1400  0.42
48 H 2.2817 2.5070 -2.8197  0.50
49 H 2.2111 3.7372 -0.8561  0.51
50 H 0.5562 5.2205 0.2047  0.38
51 H -1.5044 4.2424 1.1956  0.44
52 H -1.8219 1.8169 1.2153  0.40

## Properties
- orbital gap (eV) = 6.993
- highest occupied orbital energy (eV) = -6.50
- LUMO energy (hartree) = 0.0181
- total charge = 0


arrangement A ends up most stable, edging out the next structure by 0.0019 hartree.